1.
Computed, not measured: a molecular structure, C20H20I2N4O5W in a non-equilibrium geometry, with ωB97M-V/def2-TZVPD.

Last column: natural (NBO) charge in e.
Cartesian coordinates (Å):
C  -4.8431  1.0625  0.5834  -0.0979
H  -2.8415  -3.1400  0.2550  0.2407
C  1.4742  -2.5216  1.0006  0.2360
C  2.0774  1.4330  -1.3880  0.6847
H  -4.8325  4.1114  -0.8583  0.2473
C  0.1341  2.2967  1.2100  0.8004
H  1.1494  -1.5403  -2.2554  0.4353
H  1.8914  0.3803  -3.2270  0.2570
H  3.5627  1.4679  1.6260  0.2632
I  -1.0799  1.0773  -4.7545  0.1273
O  0.6055  2.7150  2.1888  -0.4125
C  -3.2462  2.7021  -1.0534  -0.2818
C  2.6820  -1.7966  1.1705  -0.2581
H  3.9578  -3.5089  1.5435  0.2406
H  -6.2340  2.6817  0.5810  0.2526
H  -1.0671  -2.9083  1.9138  0.2276
I  -1.2726  -1.2352  -3.4832  0.0405
C  2.5914  -0.3978  1.1887  0.3763
C  -1.9000  -2.6727  -0.0307  -0.2285
C  3.6613  0.3926  1.5898  -0.2476
H  5.9056  -2.1129  2.1498  0.2534
C  4.9653  -1.6522  1.8831  -0.2107
H  -3.9261  -1.4312  0.6412  0.2197
H  -5.4589  0.4126  1.1927  0.2382
C  4.8389  -0.2524  1.9192  -0.0864
O  1.4257  0.1362  0.8375  -0.7237
O  -0.7460  1.1128  1.1677  -0.6757
C  -0.7765  -3.0396  0.8696  -0.2427
H  3.3246  -0.0756  -2.2800  0.2553
W  -0.1909  -0.0033  -0.2184  2.3455
C  -2.7928  1.4448  -0.6730  0.4534
H  -1.6909  -2.9614  -1.0642  0.2083
N  0.7011  1.5589  -1.0893  -0.6591
O  -1.6197  0.9906  -1.1132  -0.7059
C  3.8899  -2.4281  1.5354  -0.1203
H  5.6899  0.3439  2.2221  0.2505
H  1.1902  3.4610  -0.2239  0.2831
N  1.4555  -0.8557  -1.5706  -0.8023
N  -1.9919  -1.2119  0.0270  -0.5548
C  0.3704  2.7477  -0.2421  -0.3463
C  -3.5849  0.6182  0.1363  -0.2429
C  2.2727  0.1938  -2.2224  -0.3343
H  -0.5354  3.2137  -0.6222  0.2521
C  -3.1708  -0.7211  0.3068  0.2602
C  -5.2744  2.3201  0.2408  -0.2124
N  0.3176  -2.0880  0.5783  -0.5289
O  2.9309  2.1924  -1.0374  -0.5032
H  1.5053  -3.5586  1.3344  0.2222
H  -2.6485  3.3180  -1.7113  0.2419
H  -0.4484  -4.0685  0.7256  0.2354
H  2.0776  -1.3314  -0.9194  0.4211
C  -4.4752  3.1283  -0.5804  -0.0938

Computed properties:
LUMO energy, eV: -8.536
Gap between HOMO and LUMO, eV: 6.217
Net charge: +2
2S+1: 1


2.
Computed, not measured: a molecular structure, C41H42Br2N5OPSSc in a non-equilibrium geometry, with ωB97M-V/def2-TZVPD.

Last column: Löwdin charge in e.
Cartesian coordinates (Å):
C  2.0311  5.0830  -0.1097  -0.7300
H  -1.4998  2.1382  -1.2199  0.0402
C  4.8965  0.6323  0.7154  -0.2370
H  1.0910  -2.7861  -2.0811  0.0543
H  1.5381  6.6881  2.7187  0.0934
H  -2.4625  -4.6907  4.9811  0.1124
H  3.3827  -1.7277  1.5853  0.0735
C  6.1654  0.5724  -0.0569  -0.0293
C  -5.0745  1.2925  0.8117  -0.0179
C  1.1811  -4.7349  0.7213  -0.1231
H  6.2943  -0.3864  -0.5795  0.0997
N  2.5136  0.5227  0.9099  -0.1304
N  1.7271  6.1195  0.7225  -0.1459
C  -2.4346  -2.4911  -1.3770  -0.3728
H  -3.4246  -5.5480  2.8262  0.1122
H  1.4109  4.9445  2.3641  0.0518
C  -2.1115  -2.7129  4.1535  -0.0721
C  -2.6919  1.3638  1.2368  -0.0718
C  1.1363  5.9411  2.0401  -0.0376
H  6.2251  1.3723  -0.8057  0.0954
H  -1.2122  3.0296  -2.7999  0.0848
H  2.5741  8.0771  0.6609  0.1232
H  0.0541  5.9741  2.0299  0.0909
C  -2.4385  -2.4938  1.7495  -0.3488
C  3.8053  0.8461  2.8727  -0.0775
Br  0.9714  0.6200  3.2686  0.9095
C  -0.7844  2.3893  -2.0142  -0.0666
H  3.5625  7.4449  -1.4127  0.1223
C  2.5986  0.6375  2.2459  -0.7041
C  4.9335  0.9240  2.0892  0.0164
C  -2.4818  -3.6598  -3.9462  -0.0581
H  2.7708  5.0289  -2.0457  0.1471
H  3.8924  0.9820  3.9511  0.1251
P  -2.2008  -1.5660  0.1723  1.0880
C  -3.7888  -0.6646  0.1824  -0.2857
C  -2.4908  -4.0588  4.0894  -0.0610
Br  3.1646  -6.7143  1.4678  0.7036
C  -2.2122  -3.8690  -1.5337  -0.1053
H  0.9840  7.9503  -0.0254  0.1266
H  1.9407  7.4899  -2.1045  0.1177
H  7.0364  0.7364  0.6114  0.0930
H  -3.0571  -0.6633  -2.3867  0.1179
C  2.4445  -4.9394  1.2198  -0.6656
N  0.4176  0.0911  -1.9017  -0.0271
H  0.8833  -0.8297  -5.0926  0.0964
H  4.2345  -3.9923  1.8575  0.1065
N  -1.4044  1.2571  0.9551  -0.1025
C  3.6528  0.4147  0.1641  -0.0725
C  -3.8213  0.6340  0.7451  -0.2050
H  -7.1264  -1.1744  -0.2742  0.1253
H  2.5980  -1.8595  -2.0103  0.0653
H  -5.0064  -2.2621  -0.6394  0.1212
C  0.5965  -0.3173  -4.1734  -0.0888
Sc  0.4734  -0.1527  0.4545  0.9133
C  -3.0023  -4.5390  2.8737  -0.0658
C  -6.2053  -0.6195  -0.0341  -0.0443
C  -6.2522  0.6946  0.4202  -0.0545
H  -1.9205  -0.8424  3.0445  0.0751
C  -0.1021  0.8826  -4.0188  -0.0931
H  -1.9738  -5.4830  -2.9030  0.1029
H  -0.5159  1.4776  -4.8271  0.0919
H  3.5341  0.2106  -0.9082  0.1469
C  0.7056  -3.4345  0.5066  -0.1726
C  -2.9653  -3.7804  1.7035  -0.0981
S  1.9932  3.4117  0.2281  0.7196
O  -0.8011  2.4864  1.4581  -0.1939
H  1.9859  -2.4553  -3.6000  0.0809
C  1.6877  -2.0449  -2.6256  -0.0537
H  -7.2075  1.2332  0.4460  0.1218
C  3.2170  -3.8129  1.4809  -0.1347
H  -0.0965  2.7564  0.8012  -0.0360
C  -2.7899  -2.2972  -3.7784  -0.0630
N  2.4512  5.6114  -1.2767  0.0206
H  0.5405  -5.5994  0.4654  0.1122
H  -3.4022  -4.1628  0.7611  0.1041
C  0.9218  -0.7770  -2.8641  -0.3862
H  5.8920  1.1921  2.5531  0.1371
H  -2.4860  -4.1172  -4.9414  0.1122
C  -4.9880  -1.2617  -0.2035  -0.0641
C  1.4127  -2.2883  0.8007  -0.2054
C  -0.1794  1.1426  -2.6263  -0.3681
H  -1.9443  -4.5379  -0.6822  0.1011
H  -2.9692  -1.6730  -4.6543  0.1140
H  -1.8097  -2.2531  5.0936  0.1081
H  0.0392  2.9332  -1.5119  0.0052
C  1.9386  7.4169  0.0701  -0.1061
C  -2.7604  -1.7157  -2.5227  -0.0931
H  -0.2884  -3.3619  0.0438  0.0355
C  2.7137  -2.5434  1.2974  -0.1335
H  -2.9914  2.2127  1.8530  0.1414
C  -2.2178  -4.4374  -2.8173  -0.0688
C  -2.1328  -1.9130  3.0074  -0.0909
C  2.5389  7.0716  -1.2990  -0.1169
H  -5.0278  2.3149  1.2024  0.1213

Computed properties:
LUMO energy, eV: -3.255
Gap between HOMO and LUMO, eV: 5.136
Net charge: +1
2S+1: 1


3.
Computed, not measured: a molecular structure, C38H46CoN11OPS, with ωB97M-V/def2-TZVPD.

Last column: Mulliken spin population.
Cartesian coordinates (Å):
N  1.5451  -0.1222  1.6618  0.0347
C  -1.7810  -1.7586  5.7670  -0.0019
H  4.3524  -1.8983  1.1771  0.0001
H  0.8455  1.6115  -1.5024  0.0022
H  0.5776  3.3022  -2.0109  -0.0006
N  -1.0305  -0.7810  3.2806  0.0340
H  -2.2102  -0.1488  -5.0261  0.0000
C  2.3538  -3.3174  -0.0179  -0.0013
C  -0.6102  2.5708  0.9092  0.0198
H  -5.1873  0.6673  -2.0771  0.0001
H  -3.2199  -1.4575  -4.3966  0.0002
H  6.9257  2.7790  0.6708  0.0000
N  4.5420  -2.3005  -3.0063  0.0000
H  -0.3658  -3.3452  5.3547  0.0002
H  0.2304  -2.4033  3.1469  0.0002
C  3.9956  -1.1991  -2.4206  -0.0002
C  -4.4897  -2.5415  0.7104  0.0017
H  3.9237  -2.8121  -3.6135  0.0000
C  1.6022  -4.3267  -0.5920  -0.0028
H  -2.0349  5.3377  2.1806  0.0000
C  -1.4333  2.6222  -3.7769  0.0005
C  -1.9392  2.0000  2.6949  0.0087
H  -4.0975  -0.7009  -1.7879  0.0001
N  -2.4904  1.0519  3.5513  0.0009
N  -0.9094  1.9378  -2.5990  0.0005
C  -2.7810  -3.8683  -0.3029  0.0010
H  -4.8697  -4.3511  -0.3824  -0.0001
C  -1.9139  -0.1290  4.0254  -0.0058
C  1.6884  -2.2439  0.5563  0.0074
H  -3.1461  1.4514  4.2043  0.0001
C  6.0099  2.4603  0.1909  0.0000
H  -2.0821  -2.1346  6.7354  -0.0001
N  -3.2044  1.1977  -1.6372  -0.0033
C  4.2556  -0.0256  2.2152  0.0006
C  3.4167  0.9870  2.6438  0.0000
H  -3.0542  -0.0372  5.8529  0.0004
H  -3.7194  2.5148  -0.0695  0.0001
P  -1.6870  0.6456  -1.9420  0.0352
C  -0.8280  -2.4340  5.0053  0.0023
C  3.7310  2.8452  -0.4200  -0.0001
C  4.8136  0.8217  -1.1175  -0.0003
C  -3.4940  -1.6724  1.1238  0.0026
O  -0.8593  0.1580  -0.7877  0.0060
H  5.3140  0.0063  2.4333  -0.0003
H  5.5187  -2.3142  -3.2587  0.0000
H  -4.6709  0.2866  -0.4303  0.0000
C  -4.1231  -3.6519  -0.0306  -0.0014
H  1.3767  1.6619  2.6663  0.0001
H  2.0938  -5.1698  -1.0582  -0.0003
H  -1.3389  3.7031  -3.6485  0.0001
C  2.3587  -1.1065  1.2445  0.0126
C  3.7181  -1.0884  1.5062  -0.0030
H  -0.2051  -1.2046  -4.0647  0.0001
C  -3.4617  2.5418  -1.1338  -0.0010
C  0.2171  -4.2582  -0.5691  0.0023
H  6.8670  0.6288  -0.5040  0.0000
H  -0.1648  -1.5690  -2.3349  -0.0018
H  2.7918  1.3203  -1.6101  -0.0002
H  2.8512  3.4776  -0.4216  0.0000
H  -5.5226  -2.3458  0.9612  0.0000
H  -2.4750  -4.7402  -0.8622  0.0001
H  -2.5888  3.1750  -1.2632  0.0000
N  -1.9331  -0.6226  -2.9747  -0.0001
N  -2.2074  -1.8658  0.8509  0.0295
S  2.3451  -0.9615  -2.4983  0.0002
H  3.7914  1.8342  3.1995  0.0001
H  4.9101  4.2250  0.7300  0.0000
H  3.4322  -3.3628  -0.0393  0.0009
H  -0.3742  -5.0489  -1.0062  0.0003
C  -1.7728  4.2967  2.0465  -0.0010
C  3.6833  1.6307  -1.0933  -0.0003
N  0.3615  -2.1796  0.5520  -0.0031
C  -4.3479  0.3090  -1.4758  -0.0010
C  0.4821  2.2514  -2.3030  0.0008
H  -3.7312  -0.7823  1.6964  0.0002
N  -1.1266  1.6182  1.7138  0.0138
C  -2.3024  3.3412  2.8793  0.0026
H  1.1155  2.0827  -3.1777  0.0001
H  -1.1895  -2.5294  -3.4219  0.0001
C  4.8815  3.2688  0.2252  0.0002
C  -0.8083  -1.5278  -3.2097  0.0011
H  -0.8823  2.3379  -4.6772  0.0000
H  -2.9779  3.6120  3.6800  0.0002
N  4.9068  -0.4261  -1.7826  0.0000
C  -2.3264  -0.5958  5.2791  0.0035
H  -2.4858  2.3901  -3.9237  0.0001
H  -3.5914  0.2170  -3.9787  -0.0001
H  -4.3007  2.9843  -1.6755  0.0001
H  -0.4425  4.6264  0.3681  0.0002
C  -0.3771  -3.1528  0.0192  0.0065
C  -2.7827  -0.4866  -4.1567  0.0003
H  5.8532  -0.7768  -1.8075  0.0000
C  5.9755  1.2465  -0.4722  0.0000
Co  -0.5868  -0.3959  1.1811  2.7748
C  2.0688  0.8943  2.3443  0.0121
C  -0.4928  -1.9093  3.7830  0.0041
C  -1.8450  -2.9614  0.1689  0.0107
H  0.0395  2.2059  0.1236  -0.0092
C  -0.8890  3.9073  1.0394  0.0019

Computed properties:
Expectation value of S²: 3.757
LUMO energy (spin up / spin down), eV: -5.000 / -5.017
Gap between HOMO and LUMO (spin up / spin down), eV: 7.639 / 7.622
Net charge: +2
2S+1: 4


4.
Computed, not measured: 2 unconnected molecules or ions with the total composition CH2BrP, with ωB97M-V/def2-TZVPD.

Last column: natural (NBO) charge in e.
Cartesian coordinates (Å):
C  -1.2548  -0.1433  -0.4012  -0.2074
P  2.2090  -0.3572  1.5810  0.1079
H  -2.2508  -0.1368  0.0283  0.0897
Br  -1.7862  0.0550  -2.1370  0.1213
H  3.0828  0.5823  0.9289  -0.1115

Computed properties:
LUMO energy (spin up / spin down), eV: -1.172 / -1.230
Gap between HOMO and LUMO (spin up / spin down), eV: 7.356 / 7.254
2S+1: 1


5.
Computed, not measured: 2 unconnected molecules or ions with the total composition C5H14 in a non-equilibrium geometry, with ωB97M-V/def2-TZVPD.

Last column: natural (NBO) charge in e.
Cartesian coordinates (Å):
H  1.4416  -0.8963  0.5364  0.2041
H  -0.6035  1.2597  -2.7061  0.1972
H  -0.5265  -0.4777  -2.3957  0.2164
H  -1.8796  2.8383  -1.4749  0.2038
C  0.8746  -1.5439  1.2419  -0.6233
C  -0.8822  1.0605  -0.6794  -0.4078
H  0.1678  0.9738  -0.2499  0.1890
H  -0.1755  3.0567  -0.8869  0.2087
H  0.2028  -0.7851  1.6377  0.2087
C  1.8013  -2.3445  2.1090  -0.6149
H  1.3647  -3.0746  2.7833  0.2068
C  -1.0070  0.4392  -2.0764  -0.6114
H  -2.0728  0.3536  -2.2387  0.2008
C  -1.1267  2.5509  -0.7010  -0.6143
H  -1.3315  0.3838  0.0510  0.2029
H  2.4467  -1.7310  2.7584  0.2061
H  0.2114  -2.1166  0.5414  0.2058
H  -1.4070  2.9390  0.2871  0.2151
H  2.5012  -2.8861  1.4629  0.2065

Computed properties:
LUMO energy, eV: 1.072
Gap between HOMO and LUMO, eV: 11.872
2S+1: 1
Structure (SMILES): CCC.CC


6.
Computed, not measured: a gas-phase ion, C21H24N3O4S (charge -1) in a non-equilibrium geometry, with ωB97M-V/def2-TZVPD.

Last column: natural (NBO) charge in e.
Cartesian coordinates (Å):
H  -6.2602  -4.8867  2.0879  0.2100
C  1.6142  3.7870  4.1282  -0.3934
N  -1.2294  0.1600  -4.4441  -0.3041
C  0.0579  0.4623  1.3061  -0.1869
H  1.5903  3.7857  5.2259  0.1809
H  0.6075  3.9717  3.7397  0.2124
H  -1.3920  -3.9241  -0.0213  0.2305
C  3.4924  2.2778  4.0698  -0.3963
H  3.1763  2.7583  1.2216  0.1942
H  5.2992  3.1132  -3.7084  0.2103
N  -1.1054  -0.5709  -0.8263  -1.0488
H  3.5391  2.3178  5.1660  0.1848
H  3.8343  1.2955  3.7245  0.2119
H  -0.8173  -0.1839  1.3293  0.2616
C  4.4264  2.9817  -3.0667  -0.6282
H  2.2797  4.6103  3.8172  0.1573
H  -2.9138  -5.5249  1.1654  0.1976
C  1.8460  1.4889  0.0827  -0.1928
H  3.1471  2.2459  -4.6568  0.1890
C  -4.3728  -2.4014  -0.6151  -0.1061
C  -5.6429  -5.3906  1.3352  -0.6237
C  -3.3177  -4.6430  0.6635  -0.2363
C  -2.4640  -3.7560  0.0081  -0.1651
C  0.7306  0.6465  0.0999  -0.0170
C  0.1803  -0.0432  -1.1845  -0.0603
C  0.1962  0.8099  -2.3628  -0.4368
C  -0.6337  0.3197  -3.4505  0.3205
C  3.5209  1.9437  -3.6710  -0.0735
S  -1.9627  -1.6245  -1.7106  2.2997
H  0.8152  -0.9519  -1.3425  0.2024
C  -2.9943  -2.6346  -0.6299  -0.3235
H  -6.3286  -5.8297  0.6012  0.2112
C  0.4657  1.1191  2.4678  -0.2294
N  2.1165  2.5059  3.6586  -0.4790
O  1.8062  0.0050  -3.9738  -0.5767
C  2.3035  2.1034  1.2456  -0.2599
H  -6.2990  -3.1308  0.0145  0.1971
H  4.1628  3.0593  3.6763  0.1560
H  4.7801  2.6578  -2.0825  0.2133
H  -4.7886  -1.5370  -1.1178  0.2370
O  -2.9947  -0.9244  -2.4428  -0.9945
O  -1.0894  -2.5620  -2.3880  -1.0010
H  2.3845  1.7106  -0.8256  0.2177
H  -0.0808  0.9814  3.3985  0.2063
O  2.3441  1.8515  -2.7968  -0.5287
H  -0.0795  1.8391  -2.0967  0.2620
H  -5.0932  -6.2019  1.8170  0.2064
C  -4.7027  -4.4289  0.6710  -0.0285
C  1.5368  0.8179  -3.1064  0.8202
H  3.9218  3.9502  -2.9705  0.2142
C  -5.2197  -3.3005  0.0254  -0.2534
C  1.6315  1.9274  2.4691  0.1344
H  3.9752  0.9464  -3.7247  0.2052

Computed properties:
LUMO energy, eV: 2.611
Gap between HOMO and LUMO, eV: 6.840
Net charge: -1
2S+1: 1
Structure (SMILES): CCOC(=O)[C@@H](C#N)[C@H](N=[S@](=O)([O-])c1ccc(C)cc1)c1ccc(N(C)C)cc1


> Among the records above, which one has the highest 2S+1?

C38H46CoN11OPS